# 1
The following is a DFT calculation (ωB97M-V with the def2-TZVPD basis set) of C12H37O7V as an isolated structure at a distorted geometry.

CARTESIAN COORDINATES (ANGSTROEM)
V -1.0043 -0.5684 -2.6397
O -0.4117 0.5219 -0.9917
H -1.1483 0.3959 -0.3624
C 0.7142 -3.2273 0.8413
C 0.7210 -1.9415 1.6242
O -0.3922 -1.1498 1.2628
H 1.7088 -3.6251 0.6397
H 0.4300 -3.0614 -0.1978
H 0.0225 -4.0059 1.1629
H 1.6185 -1.3843 1.3559
H 0.8475 -2.1656 2.6833
H -0.1803 -0.6267 0.4863
C 0.2575 4.3924 0.2017
C 1.3518 3.2908 0.1644
O 0.7742 2.1623 0.8328
H -0.7274 4.0994 -0.1617
H 0.6066 5.2004 -0.4412
H 0.0960 4.6855 1.2391
H 2.2564 3.4487 0.7517
H 1.6687 3.2032 -0.8748
H 0.0765 1.8570 0.2483
C 3.9141 0.4166 1.4896
C 3.9119 0.7606 0.0708
O 2.7173 0.2269 -0.5094
H 3.6461 -0.6393 1.5234
H 3.0526 0.9311 1.9152
H 4.8972 0.6847 1.8767
H 4.7577 0.3182 -0.4554
H 3.9412 1.8116 -0.2164
H 1.9752 0.7105 -0.1394
C 1.7796 -3.2672 -3.1456
C 2.1348 -1.8031 -3.6197
O 1.2237 -0.9585 -2.8959
H 0.7102 -3.4430 -3.2624
H 2.1679 -3.5684 -2.1727
H 2.1184 -3.8703 -3.9879
H 2.1602 -1.6517 -4.6989
H 3.1355 -1.5384 -3.2782
H 1.7493 -0.6535 -2.1528
C -4.2362 -1.7146 -0.1713
C -3.0504 -2.4669 -0.7968
O -1.9477 -1.6948 -0.8679
H -4.6238 -0.9314 -0.8228
H -3.9820 -1.2097 0.7607
H -5.0936 -2.3636 0.0069
H -3.2757 -2.7795 -1.8164
H -2.6888 -3.3506 -0.2710
H -1.8395 -1.2900 -0.0042
C -3.7318 2.3491 3.1503
C -2.9330 2.7112 1.7685
O -2.6797 1.5407 1.0030
H -3.1047 1.6009 3.6352
H -4.7426 1.9594 3.0298
H -3.8391 3.3002 3.6717
H -2.0128 3.1401 2.1653
H -3.4054 3.4355 1.1049
H -2.0920 1.7957 0.2880

Properties
**Total charge**: +1
**Gap between HOMO and LUMO (alpha / beta)**: 7.7409 / 7.6892 eV
**2S+1**: 4
**Energy relative to the best compared isomer or geometry (same formula, charge and spin)**: 1.6511 eV
**E**: -1949.727219 a.u.
**HOMO (alpha / beta)**: -12.522 / -12.525 eV

---

# 2
The following is a DFT calculation (ωB97M-V with the def2-TZVPD basis set) of C12H38B2CsN2 as an isolated structure at a distorted geometry.

CARTESIAN COORDINATES (ANGSTROEM)
Cs 0.2103 0.4771 -0.3393
B 1.3035 2.0485 -3.1615
H 0.2407 2.3157 -2.6548
H 2.1522 1.9106 -2.3212
H 1.2706 1.0143 -3.8419
H 1.4803 2.9822 -3.9256
B 0.8753 3.5203 -0.0710
H 0.9311 4.7315 -0.1755
H 1.8212 3.0363 -0.5977
H 0.9072 3.2571 1.0987
H -0.1102 3.0611 -0.5573
C 1.6245 1.3990 4.8563
C 2.6786 0.7204 3.9953
N 2.0933 -0.1915 3.0248
C 1.3598 -1.3117 3.6262
C 2.0696 -2.0604 4.7501
C 3.0975 -0.6693 2.0638
C 3.5543 0.4814 1.1577
H 1.0202 0.6963 5.4257
H 1.0143 2.0512 4.2281
H 2.1067 2.1027 5.5411
H 3.1790 1.4918 3.4107
H 3.4476 0.2580 4.6398
H 1.0636 -1.9750 2.8134
H 0.4215 -0.8978 4.0103
H 1.7128 -3.0958 4.7843
H 1.8733 -1.6562 5.7428
H 3.1474 -2.1362 4.6008
H 3.9219 -1.1770 2.5890
H 2.5972 -1.4269 1.4508
H 3.9181 0.1350 0.1898
H 2.6857 1.1154 1.0078
H 4.3976 0.9517 1.6605
C -4.6379 -1.4581 -1.0332
C -3.9986 -1.5404 -2.4143
N -2.6220 -1.0044 -2.3810
C -2.4587 0.1285 -3.2957
C -3.1571 1.3858 -2.8100
C -1.6277 -2.0445 -2.5597
C -1.5754 -2.7522 -3.9209
H -5.5040 -2.1206 -0.9023
H -5.0527 -0.4738 -0.8116
H -3.9147 -1.7687 -0.2791
H -3.9774 -2.5904 -2.7184
H -4.5843 -0.9815 -3.1454
H -1.3781 0.3417 -3.3046
H -2.6347 -0.1076 -4.3555
H -4.1552 1.5237 -3.2372
H -3.1854 1.4098 -1.7231
H -2.5984 2.2534 -3.1676
H -1.7926 -2.8988 -1.8881
H -0.6804 -1.6068 -2.2686
H -0.6364 -3.3149 -3.9674
H -1.5459 -2.0408 -4.7468
H -2.3491 -3.4994 -4.0915

Properties
**Total charge**: -1
**Gap between HOMO and LUMO**: 6.0935 eV
**E**: -659.247339 a.u.
**HOMO**: -4.363 eV

---

# 3
The following is a DFT calculation (ωB97M-V with the def2-TZVPD basis set) of a 5-piece molecular cluster, C12H38FN4O4 overall at a distorted geometry.

CARTESIAN COORDINATES (ANGSTROEM)
N -1.5090 2.5660 -0.1020
H -1.1890 2.6058 -1.0592
H -0.9618 1.8735 0.3891
H -2.4545 2.2269 0.0040
H -1.3812 3.4821 0.3035
N -1.5544 -1.0585 2.4754
H -1.8083 -1.6294 1.6818
H -2.3295 -0.5576 2.8859
H -0.9901 -0.2837 2.1570
H -1.1899 -1.5367 3.2868
F 0.0642 0.8517 1.3408
C 2.3983 4.4725 4.6729
O 3.4507 3.6871 4.1806
C 3.0922 2.6066 3.2622
C 2.7042 3.1271 1.9255
N 2.5483 2.1401 0.8430
C 2.2261 2.8560 -0.3882
C 2.1821 1.8739 -1.5444
O 2.1664 2.6330 -2.7753
C 2.0001 1.9009 -3.9782
H 2.7467 5.3352 5.2408
H 1.8385 3.8588 5.3787
H 1.6604 4.7637 3.9254
H 2.4021 1.9589 3.8028
H 3.9457 1.9330 3.1852
H 3.3651 3.9525 1.6609
H 1.7356 3.6080 2.0621
H 1.7310 1.5871 1.0581
H 2.9649 3.6147 -0.6464
H 1.2609 3.3399 -0.2387
H 1.2685 1.2910 -1.4273
H 3.0082 1.1629 -1.5320
H 1.4547 0.9748 -3.7966
H 2.9507 1.5893 -4.4111
H 1.4874 2.4800 -4.7461
C 1.4543 -2.4460 -2.8201
O 0.1740 -2.5510 -2.1849
C -0.1048 -1.5449 -1.2155
C -1.6067 -1.5733 -0.7802
N -1.9424 -2.6243 0.2105
C -3.3691 -2.8631 0.2873
C -3.8289 -3.8360 -0.7848
O -3.1149 -5.0728 -0.6169
C -3.3109 -5.9590 -1.6441
H 1.3479 -1.6127 -3.5146
H 1.6518 -3.3208 -3.4396
H 2.2920 -2.3376 -2.1311
H 0.1125 -0.5070 -1.4679
H 0.5436 -1.8192 -0.3834
H -2.1573 -1.7052 -1.7117
H -1.8666 -0.6354 -0.2894
H -1.4441 -3.4875 0.0470
H -3.9350 -1.9326 0.2415
H -3.5382 -3.2063 1.3079
H -3.6921 -3.4636 -1.8000
H -4.8770 -4.0473 -0.5729
H -2.7759 -6.8777 -1.4036
H -2.9418 -5.6339 -2.6169
H -4.3562 -6.2297 -1.7936

Properties
**Total charge**: 0
**Gap between HOMO and LUMO (alpha / beta)**: 3.5667 / 8.4305 eV
**2S+1**: 2
**Energy relative to the best compared isomer or geometry (same formula, charge and spin)**: 0.0000 eV
**E**: -1099.625635 a.u.
**HOMO (alpha / beta)**: -3.278 / -8.259 eV

---

# 4
The following is a DFT calculation (ωB97M-V with the def2-TZVPD basis set) of a 6-piece molecular cluster, C12H38N2O8 overall at a distorted geometry.

CARTESIAN COORDINATES (ANGSTROEM)
O 3.3957 -1.1743 3.8564
H 3.8160 -0.3224 3.7384
H 2.9076 -1.3155 3.0452
O 1.7111 -1.3526 1.7256
H 1.6239 -2.2917 1.8891
H 0.8434 -1.0792 1.4279
O 0.6318 -4.0793 4.3646
H 0.8321 -4.0463 3.4291
H 1.4174 -3.7364 4.7905
O 1.1713 -3.9684 1.7176
H 0.6865 -4.7464 1.4421
H 2.0711 -4.1343 1.4364
C 4.0854 2.3063 -1.3707
O 3.0764 1.4241 -0.9663
C 2.0685 1.1809 -1.9244
C 1.5453 -0.2363 -1.9575
N 0.9691 -0.4604 -3.2855
C 0.8121 -1.8716 -3.6380
C 0.1206 -2.0974 -5.0041
O -1.0800 -1.3597 -5.1906
C -2.2129 -1.8275 -4.4075
H 4.5563 2.0615 -2.3228
H 4.7276 2.2982 -0.4900
H 3.8735 3.3748 -1.3300
H 2.3581 1.5171 -2.9200
H 1.2162 1.8348 -1.7396
H 0.8354 -0.3527 -1.1387
H 2.3786 -0.9113 -1.7625
H 0.0184 -0.1208 -3.2560
H 0.3298 -2.4475 -2.8481
H 1.8050 -2.3212 -3.6476
H -0.0431 -3.1721 -5.0839
H 0.7551 -1.7736 -5.8292
H -2.5639 -2.7426 -4.8845
H -3.0398 -1.1669 -4.6682
H -2.0989 -1.9418 -3.3295
C -0.8307 5.3114 0.4352
O -1.5537 4.1163 0.5737
C -2.4440 4.1444 1.6881
C -3.0056 2.7689 2.1355
N -1.9765 1.7756 2.3792
C -2.3936 0.4199 2.7910
C -1.1361 -0.5062 2.6224
O -1.0094 -0.7773 1.2134
C -1.8031 -1.8806 0.7897
H -1.5551 6.0013 0.0025
H -0.0528 5.2753 -0.3274
H -0.5054 5.7870 1.3605
H -3.3670 4.7172 1.5983
H -1.8565 4.5843 2.4940
H -3.7651 2.4309 1.4305
H -3.4941 2.8710 3.1046
H -1.3983 1.6808 1.5566
H -3.2212 0.0456 2.1884
H -2.6962 0.3811 3.8375
H -1.2123 -1.4500 3.1623
H -0.2583 -0.0222 3.0504
H -1.7259 -1.9990 -0.2911
H -2.8409 -1.7908 1.1110
H -1.4989 -2.8322 1.2257

Properties
**Total charge**: +1
**Gap between HOMO and LUMO (alpha / beta)**: 8.3667 / 2.9180 eV
**2S+1**: 2
**Energy relative to the best compared isomer or geometry (same formula, charge and spin)**: 0.0000 eV
**E**: -1190.981174 a.u.
**HOMO (alpha / beta)**: -11.024 / -11.024 eV